(1)
A structure of composition CH4O2P2 at a distorted geometry, computed with wB97M-V/def2-TZVPD.

Values from the calculation:
Spin multiplicity ... 1
Relative energy (zero: lowest compared OMol25 entry of this formula, charge and spin) ... 60.5 kcal/mol
E ... -23772.53607 eV
Molecular weight ... 109.99 g/mol
Highest occupied orbital energy ... -9.1 eV

Cartesian coordinates (Å):
C (-0.992, 0.394, -0.087)
O (-1.217, -2.113, 0.655)
O (2.573, 0.265, -0.156)
P (2.339, -1.053, 0.446)
P (-0.337, -1.408, -0.276)
H (-1.892, 0.635, 0.498)
H (-0.139, 0.847, 0.529)
H (-1.089, 0.957, -1.117)
H (3.287, -2.114, 0.057)

Which charges does Löwdin predict for the atoms? In e, they are: -0.32, -0.50, -0.56, 0.69, 0.70, 0.02, 0.02, 0.06, -0.12

=====

(2)
A cluster of 2 separate species, C8H18O2P in total at a distorted geometry, computed with wB97M-V/def2-TZVPD.

Values from the calculation:
Spin multiplicity ... 1
Relative energy (zero: lowest compared OMol25 entry of this formula, charge and spin) ... 20.4 kcal/mol
E ... -21972.28233 eV
Molecular weight ... 177.20 g/mol
Total charge ... -1
Highest occupied orbital energy ... -4.4 eV

Cartesian coordinates (Å):
C (1.615, -1.607, 2.204)
C (2.939, -2.092, 0.241)
C (3.372, 0.088, 1.509)
C (-1.560, 0.998, -2.551)
C (-3.393, 0.205, -0.929)
C (-1.902, 2.145, -0.211)
C (2.615, -1.196, 1.221)
C (-2.016, 0.912, -1.057)
O (-0.533, -1.529, -1.151)
O (0.692, 0.545, -0.279)
P (-0.556, -0.264, -0.389)
H (0.969, -0.818, 2.195)
H (1.097, -2.490, 1.903)
H (2.142, -1.954, 3.156)
H (-1.203, -0.552, 0.899)
H (2.282, -2.847, -0.026)
H (3.660, -1.906, -0.497)
H (2.850, 0.807, 1.062)
H (3.440, 0.258, 2.596)
H (4.328, 0.334, 1.246)
H (-2.264, 1.513, -3.191)
H (-0.720, 1.580, -2.482)
H (-1.264, 0.014, -2.727)
H (-3.744, 0.082, 0.054)
H (-3.325, -0.711, -1.323)
H (-4.034, 0.920, -1.567)
H (-1.511, 3.078, -0.707)
H (-2.779, 2.499, 0.207)
H (-1.197, 1.988, 0.593)

Which charges does Löwdin predict for the atoms? In e, they are: -0.10, 0.04, -0.06, -0.09, -0.09, -0.13, -0.40, -0.60, -0.42, -0.39, 0.36, 0.03, 0.07, 0.11, 0.03, 0.03, 0.03, 0.01, 0.08, 0.04, 0.07, 0.03, 0.03, 0.05, 0.01, 0.10, 0.09, 0.03, 0.04

=====

(3)
A cluster of 2 separate species, C2F5NO in total at a distorted geometry, computed with wB97M-V/def2-TZVPD.

Values from the calculation:
Spin multiplicity ... 1
Relative energy (zero: lowest compared OMol25 entry of this formula, charge and spin) ... 24.9 kcal/mol
E ... -19194.81557 eV
Molecular weight ... 149.02 g/mol
Highest occupied orbital energy (alpha / beta) ... -12.5 / -12.5 eV

Cartesian coordinates (Å):
C (-2.457, 0.183, 0.458)
C (2.050, -0.121, -0.292)
N (1.005, 0.758, -0.591)
O (-2.247, -0.259, 1.481)
F (-3.702, 0.567, 0.022)
F (-1.630, 0.484, -0.516)
F (3.284, -0.018, -0.720)
F (2.217, -0.339, 1.040)
F (1.479, -1.256, -0.881)

Which charges does Löwdin predict for the atoms? In e, they are: -0.56, -0.75, 0.40, 0.26, 0.11, 0.15, 0.18, 0.12, 0.08

=====

(4)
A cluster of 2 separate species, CH5NO4S in total at a distorted geometry, computed with wB97M-V/def2-TZVPD.

Values from the calculation:
SMILES string ... O=S(=O)(O)O.C=N
Spin multiplicity ... 1
Relative energy (zero: lowest compared OMol25 entry of this formula, charge and spin) ... 41.1 kcal/mol
E ... -21631.53707 eV
Molecular weight ... 127.12 g/mol
Highest occupied orbital energy ... -10.3 eV

Cartesian coordinates (Å):
C (2.079, 0.075, -0.629)
N (1.999, -0.908, 0.146)
O (-2.732, -0.148, -0.463)
O (-1.034, -0.967, 1.070)
O (-1.692, 1.548, 0.943)
O (-0.388, 0.435, -0.863)
S (-1.437, 0.198, 0.007)
H (1.736, -0.098, -1.627)
H (2.473, 0.971, -0.343)
H (1.639, -1.729, -0.274)
H (-0.071, -0.940, 1.100)
H (-2.572, 1.563, 0.932)

Which charges does Löwdin predict for the atoms? In e, they are: -0.12, 0.02, -0.24, -0.12, -0.08, -0.24, 0.59, 0.07, 0.05, 0.03, 0.05, -0.01

=====

(5)
The molecule C28H28N8O at a distorted geometry, computed with wB97M-V/def2-TZVPD.

Values from the calculation:
SMILES string ... CN1C(=O)[C@@H](Cc2ccccc2)N(/C=C/[C@H](c2ccc(C#N)cc2)n2cnc3c(N)ncnc32)C1(C)C
Spin multiplicity ... 1
E ... -43457.42087 eV
Molecular weight ... 492.59 g/mol
Highest occupied orbital energy ... -8.3 eV

Cartesian coordinates (Å):
C (1.119, -5.112, -2.087)
N (1.320, -4.231, -0.966)
C (2.569, -3.827, -0.580)
O (3.610, -4.111, -1.162)
C (2.353, -2.874, 0.616)
C (3.101, -1.565, 0.441)
C (4.589, -1.685, 0.204)
C (5.202, -0.922, -0.802)
C (6.560, -1.127, -1.060)
C (7.348, -1.930, -0.229)
C (6.742, -2.538, 0.871)
C (5.380, -2.369, 1.137)
N (0.897, -2.712, 0.707)
C (0.468, -2.088, 1.875)
C (-0.851, -1.928, 2.160)
C (-1.447, -1.693, 3.513)
C (-2.925, -1.271, 3.592)
C (-3.395, -0.785, 4.798)
C (-4.734, -0.736, 5.106)
C (-5.645, -1.297, 4.203)
C (-6.980, -1.487, 4.766)
N (-7.964, -1.710, 5.356)
C (-5.211, -1.790, 2.965)
C (-3.835, -1.736, 2.653)
C (0.195, -3.660, -0.216)
C (-0.753, -2.885, -1.171)
C (-0.565, -4.831, 0.452)
H (2.042, -5.287, -2.616)
H (0.741, -6.109, -1.828)
H (0.416, -4.662, -2.803)
H (2.644, -3.414, 1.557)
H (2.643, -0.981, -0.365)
H (2.938, -0.976, 1.347)
H (4.593, -0.267, -1.447)
H (7.019, -0.662, -1.926)
H (8.418, -2.044, -0.417)
H (7.330, -3.162, 1.533)
H (4.892, -2.837, 2.004)
H (1.264, -1.619, 2.490)
H (-1.524, -2.108, 1.282)
H (-1.287, -2.566, 4.190)
H (-2.701, -0.414, 5.541)
H (-5.031, -0.326, 6.054)
H (-5.942, -2.243, 2.303)
H (-3.415, -2.044, 1.686)
H (-0.143, -2.254, -1.837)
H (-1.341, -3.560, -1.807)
H (-1.442, -2.252, -0.588)
H (0.151, -5.666, 0.617)
H (-1.092, -4.508, 1.365)
H (-1.295, -5.219, -0.273)
N (-0.086, 3.606, 5.879)
C (-0.453, 2.811, 4.832)
N (-1.324, 3.122, 3.881)
C (-1.883, 2.201, 3.053)
N (-1.620, 0.892, 3.030)
C (-0.707, 0.565, 3.914)
C (-0.091, 1.446, 4.813)
N (0.428, 0.708, 5.832)
C (0.105, -0.576, 5.537)
N (-0.597, -0.728, 4.352)
H (0.699, 3.263, 6.464)
H (-0.221, 4.624, 5.670)
H (-2.620, 2.535, 2.326)
H (0.344, -1.500, 6.159)

Which charges does Löwdin predict for the atoms? In e, they are: -0.02, -0.05, -0.36, 0.08, -0.20, -0.10, -0.23, -0.04, -0.09, -0.09, -0.08, -0.04, -0.02, -0.06, -0.06, -0.18, -0.19, -0.03, -0.02, -0.23, -0.17, 0.14, 0.00, -0.01, -0.45, -0.01, 0.00, 0.09, 0.09, 0.09, 0.16, 0.13, 0.11, 0.12, 0.10, 0.10, 0.10, 0.12, 0.14, 0.08, 0.16, 0.12, 0.12, 0.12, 0.10, 0.10, 0.08, 0.07, 0.10, 0.08, 0.08, 0.14, -0.35, 0.11, -0.16, 0.14, -0.30, -0.20, 0.11, -0.11, 0.03, 0.12, 0.13, 0.11, 0.14

=====

(6)
The molecule C2H6O2S at a distorted geometry, computed with wB97M-V/def2-TZVPD.

Values from the calculation:
Spin multiplicity ... 1
Relative energy (zero: lowest compared OMol25 entry of this formula, charge and spin) ... 46.1 kcal/mol
E ... -17099.51994 eV
Molecular weight ... 94.13 g/mol
Highest occupied orbital energy ... -9.7 eV

Cartesian coordinates (Å):
C (-0.384, -1.480, 0.193)
C (-0.139, 1.107, -0.537)
O (1.803, -0.081, 0.570)
O (0.250, 1.917, 0.568)
S (0.917, -0.381, -0.628)
H (-0.254, -2.539, 0.077)
H (-1.294, -1.248, -0.590)
H (-0.454, -1.024, 1.209)
H (-1.168, 0.820, -0.372)
H (-0.123, 1.640, -1.508)
H (0.847, 1.271, 1.020)

Which charges does Löwdin predict for the atoms? In e, they are: -0.23, -0.43, -0.57, -0.11, 0.94, 0.02, 0.10, 0.07, 0.07, 0.10, 0.04

=====

(7)
A structure of composition C19H22F2N7STl at a distorted geometry, computed with wB97M-V/def2-TZVPD.

Values from the calculation:
Spin multiplicity ... 1
Relative energy (zero: lowest compared OMol25 entry of this formula, charge and spin) ... 10.7 kcal/mol
E ... -51454.14563 eV
Molecular weight ... 622.88 g/mol
Highest occupied orbital energy ... -5.7 eV

Cartesian coordinates (Å):
Tl (-1.075, 0.347, -0.033)
C (0.035, -3.247, -0.139)
N (-0.294, -2.375, 1.024)
C (0.767, -2.129, 2.000)
C (1.700, -1.052, 1.589)
N (1.752, -0.426, 0.448)
C (2.768, 0.539, 0.577)
C (3.250, 1.470, -0.325)
C (4.402, 2.182, 0.035)
C (5.101, 1.920, 1.224)
C (4.630, 0.987, 2.147)
C (3.436, 0.325, 1.825)
N (2.676, -0.647, 2.478)
C (-0.628, -2.778, -1.365)
N (-0.301, -1.647, -1.997)
C (-1.005, -1.713, -3.222)
C (-1.070, -0.749, -4.228)
C (-2.021, -0.889, -5.228)
C (-2.933, -1.974, -5.218)
C (-2.856, -2.960, -4.220)
C (-1.903, -2.828, -3.215)
N (-1.646, -3.467, -1.973)
H (-0.197, -4.328, 0.045)
H (1.106, -3.142, -0.341)
H (-1.125, -2.748, 1.483)
H (1.404, -3.006, 2.259)
H (0.268, -1.790, 2.929)
H (2.783, 1.591, -1.286)
H (4.768, 2.991, -0.582)
H (6.025, 2.419, 1.420)
H (5.167, 0.789, 3.069)
H (2.909, -1.110, 3.351)
H (-0.365, 0.074, -4.175)
H (-2.053, -0.150, -6.029)
H (-3.661, -2.055, -6.004)
H (-3.545, -3.796, -4.295)
H (-2.076, -4.315, -1.581)
C (-1.986, 5.112, 2.675)
N (-1.648, 3.744, 2.975)
C (-0.563, 3.073, 2.557)
N (0.231, 3.743, 1.690)
S (-0.320, 1.449, 2.958)
H (-2.916, 5.337, 3.235)
H (-2.169, 5.284, 1.615)
H (-1.160, 5.768, 3.022)
H (-2.328, 3.174, 3.481)
H (0.467, 4.674, 1.948)
H (1.040, 3.252, 1.357)
F (-3.475, -2.363, 0.495)
C (-3.366, -1.094, -0.001)
F (-4.112, -1.036, -1.184)
H (-3.889, -0.427, 0.731)

Which charges does Löwdin predict for the atoms? In e, they are: 0.66, -0.13, -0.06, -0.17, -0.39, 0.11, -0.23, -0.02, -0.09, -0.10, -0.02, -0.18, 0.15, -0.36, 0.10, -0.22, -0.03, -0.09, -0.09, -0.03, -0.16, 0.17, 0.13, 0.13, 0.11, 0.13, 0.13, 0.11, 0.09, 0.09, 0.10, 0.16, 0.11, 0.10, 0.09, 0.10, 0.17, -0.08, -0.07, -0.93, 0.11, 0.51, 0.10, 0.09, 0.09, 0.13, 0.09, 0.08, -0.11, -0.49, -0.13, 0.03

=====

(8)
The molecule C7H7NO2S2 at a distorted geometry, computed with wB97M-V/def2-TZVPD.

Values from the calculation:
Spin multiplicity ... 1
Relative energy (zero: lowest compared OMol25 entry of this formula, charge and spin) ... 0.0 kcal/mol
E ... -34627.11035 eV
Molecular weight ... 201.27 g/mol
Highest occupied orbital energy ... -8.6 eV

Cartesian coordinates (Å):
C (2.194, 1.455, 2.811)
C (1.320, 0.494, 0.871)
C (2.554, -0.077, 0.458)
C (2.612, -0.852, -0.683)
C (1.501, -1.057, -1.489)
C (0.285, -0.460, -1.110)
C (0.219, 0.295, 0.062)
H (1.913, 2.093, 3.612)
H (2.681, 0.498, 3.239)
H (3.024, 2.034, 2.356)
H (3.444, 0.108, 1.022)
H (3.580, -1.262, -1.019)
H (1.573, -1.697, -2.408)
H (-1.161, 1.079, 1.291)
N (-1.045, 0.883, 0.332)
O (1.094, 1.223, 1.964)
O (-2.761, -1.113, 0.542)
S (-1.248, -0.582, -1.957)
S (-2.409, 0.038, -0.292)

Which charges does Löwdin predict for the atoms? In e, they are: -0.09, -0.24, -0.02, -0.10, -0.10, -0.55, -0.28, 0.07, 0.13, 0.10, 0.09, 0.11, 0.12, 0.08, -0.18, -0.06, -0.52, 0.75, 0.68